(1)
This record from the OMol25 dataset describes C31H56N2O7SSi as an isolated structure. The level of theory is the ωB97M-V functional and the def2-TZVPD basis.

```
98
Properties=species:S:1:pos:R:3:forces:R:3
C -1.7761 6.1222 0.9258 0.1 -0.1 -0.6
Si -1.3393 4.3961 1.6035 -0.4 1.3 0.9
C 0.4558 4.0860 1.1131 -0.1 -0.8 0.0
C -1.5641 4.5440 3.4928 -0.4 -0.7 -0.5
O -2.4517 3.2303 1.0922 1.4 0.2 0.0
C -1.9111 2.2101 0.2507 -1.4 -0.3 -0.6
C -1.9116 2.6913 -1.2350 0.3 -1.1 -0.4
C -0.6814 2.2676 -2.0411 0.0 0.7 -0.3
C -0.2262 3.1293 -3.0075 0.4 -0.3 -0.2
C 0.9074 2.8568 -3.8909 -0.8 -0.2 0.6
O 1.2106 3.8098 -4.8259 -0.2 -0.4 0.2
C 1.6075 1.6815 -3.7977 -0.4 0.6 0.2
C 1.1670 0.7608 -2.7861 0.0 -0.3 0.3
N 1.7464 -0.4460 -2.5628 -1.6 0.9 0.8
S 0.8496 -1.0892 -1.3707 0.1 -0.9 0.4
N -0.2842 0.0284 -1.0243 1.7 0.1 -1.6
C 0.0234 1.0154 -1.8920 0.0 0.9 -0.8
H -1.0813 6.8931 1.3183 -0.4 -0.5 0.0
H -1.6465 6.1648 -0.1783 -0.2 -0.1 0.5
H -2.8141 6.4192 1.1558 0.4 -0.1 0.0
H 0.7385 3.0369 1.3348 0.0 0.5 -0.1
H 0.6253 4.2397 0.0307 0.0 0.1 0.5
H 1.1145 4.7285 1.7282 -0.3 -0.2 -0.5
H -2.0568 3.6068 3.8261 0.4 0.4 0.0
H -0.6125 4.6619 4.0335 -0.5 0.1 -0.1
H -2.2946 5.3466 3.7000 0.6 -0.1 0.1
H -2.6305 1.3682 0.3013 0.5 0.3 0.1
H -0.9473 1.7975 0.5895 -0.2 0.5 -0.1
H -2.7888 2.2286 -1.7359 0.4 0.3 0.3
H -2.0478 3.7791 -1.3572 0.2 -0.4 0.4
H -0.7580 4.0853 -3.1382 0.3 -0.4 0.0
H 0.4317 4.3768 -4.9118 0.3 0.0 0.0
H 2.4403 1.4767 -4.4757 -0.3 -0.1 0.4
C 1.4926 -0.7618 3.9597 -0.1 -0.1 0.1
C 0.4554 -0.3283 2.9350 0.1 0.1 -0.2
C -0.2854 0.7689 3.6848 -0.1 0.0 0.2
O 0.6601 1.3737 4.5723 0.0 -0.2 -0.1
C 1.8406 0.5591 4.6269 0.1 0.1 -0.1
H 2.3581 -1.2611 3.5256 0.0 0.0 0.0
H 1.0368 -1.4397 4.6860 0.0 0.0 0.0
H 0.9543 0.0903 2.0551 0.0 0.0 0.0
H -0.1996 -1.1339 2.6032 0.0 0.0 0.0
H -1.1008 0.3573 4.2897 -0.1 0.0 -0.1
H -0.6965 1.5284 3.0181 0.0 0.1 0.1
H 2.6352 1.0811 4.0826 0.1 -0.1 0.0
H 2.1532 0.4369 5.6624 0.0 0.1 0.0
C 2.9462 -4.0665 0.1222 0.1 0.2 -0.1
C 3.9292 -4.9509 0.8739 0.0 -0.2 0.0
C 3.6667 -4.5514 2.3178 0.0 0.2 0.1
O 2.2876 -4.1728 2.3952 0.1 0.0 -0.2
C 1.7609 -4.0447 1.0702 -0.2 -0.2 0.1
H 2.6899 -4.4368 -0.8702 0.0 0.0 0.0
H 3.3583 -3.0589 0.0156 0.0 0.0 0.0
H 3.6720 -6.0027 0.7237 0.0 0.0 0.0
H 4.9672 -4.8087 0.5750 0.0 0.0 0.0
H 4.2721 -3.6856 2.6073 0.1 -0.1 0.0
H 3.8626 -5.3622 3.0210 -0.1 0.0 0.0
H 1.0934 -4.8943 0.8893 0.0 0.0 -0.1
H 1.1794 -3.1240 0.9959 0.0 0.0 0.1
C 2.5761 2.1281 9.4228 -0.1 -0.2 0.1
C 4.0676 2.1990 9.7137 0.1 0.2 0.0
C 4.6260 1.1798 8.7329 0.0 -0.2 0.0
O 3.7538 1.1813 7.5975 0.0 0.1 0.2
C 2.5629 1.9104 7.9189 0.0 0.2 -0.2
H 2.0252 3.0169 9.7285 0.0 0.0 0.0
H 2.1390 1.2641 9.9303 0.0 0.0 0.0
H 4.4458 3.1961 9.4730 0.0 0.0 0.0
H 4.3253 1.9785 10.7493 0.0 0.0 0.0
H 4.6219 0.1717 9.1614 0.1 0.0 0.1
H 5.6419 1.4165 8.4129 0.0 0.0 -0.1
H 2.5957 2.8631 7.3798 -0.1 0.0 0.0
H 1.6889 1.3519 7.5828 0.0 0.0 0.0
C -0.8779 -1.4281 -7.2729 -0.2 0.1 0.1
C 0.3729 -1.0195 -6.5093 0.2 0.0 -0.1
C 0.3812 -2.0213 -5.3659 -0.1 -0.1 0.2
O -0.2299 -3.2179 -5.8622 0.0 0.2 -0.1
C -0.8554 -2.9395 -7.1202 0.1 -0.2 -0.1
H -0.8836 -1.1059 -8.3137 0.0 0.0 0.0
H -1.7642 -1.0158 -6.7831 0.0 0.0 0.0
H 1.2558 -1.1622 -7.1385 0.0 0.0 0.0
H 0.3622 0.0158 -6.1677 0.0 0.0 0.0
H -0.2157 -1.6633 -4.5189 0.1 0.1 0.0
H 1.3882 -2.2441 -5.0108 -0.1 -0.1 0.0
H -0.2544 -3.4095 -7.9067 -0.1 0.0 -0.1
H -1.8545 -3.3779 -7.1375 0.0 0.0 0.1
C -5.7953 -4.0226 -4.9194 -0.2 0.1 0.1
C -6.3243 -4.6007 -6.2232 0.1 -0.2 -0.1
C -6.1762 -3.4208 -7.1709 -0.1 0.2 0.0
O -5.0506 -2.6639 -6.7121 -0.1 -0.1 0.1
C -4.6705 -3.1267 -5.4109 0.2 -0.1 -0.1
H -5.4587 -4.7762 -4.2083 0.0 0.0 0.0
H -6.5706 -3.4208 -4.4378 0.0 0.0 0.0
H -5.6854 -5.4255 -6.5498 0.0 0.0 0.0
H -7.3479 -4.9685 -6.1585 0.0 0.0 0.0
H -7.0573 -2.7709 -7.1375 -0.1 -0.1 0.0
H -6.0116 -3.7292 -8.2044 0.1 0.1 0.0
H -3.7338 -3.6857 -5.5122 0.0 0.0 0.1
H -4.4960 -2.2725 -4.7547 0.0 0.0 -0.1
```
Forces are in eV/Å.

Gap between HOMO and LUMO, eV: 8.16
HOMO energy, eV: -8.797
Net charge: 0
E_LUMO, Eh: -0.0234
Calculated total energy, hartree: -2538.64516

---

(2)
This record from the OMol25 dataset describes one molecule with the formula C5H8O3. The level of theory is the ωB97M-V functional and the def2-TZVPD basis.

```
16
Properties=species:S:1:pos:R:3:forces:R:3
C 0.2234 -1.6984 -0.7059 -0.9 -0.7 -0.7
C -0.3260 1.2146 -0.7142 -0.3 -0.2 0.1
C -0.1440 1.2164 1.8200 0.1 -0.1 -0.1
C -0.0783 0.4271 0.5504 -0.2 -0.1 -0.2
C 0.1776 -0.8773 0.5260 0.1 0.2 0.0
O -0.1198 0.4933 -1.8936 -1.1 -1.2 -0.7
O -0.7338 -1.9519 -1.4375 0.9 -0.1 0.8
O 1.4214 -2.2432 -0.9139 0.3 -0.1 0.2
H -0.7614 -0.3082 -1.9822 1.3 2.1 0.4
H 1.3852 -2.8269 -1.6884 -0.2 0.1 0.0
H -1.3472 1.6300 -0.6710 0.2 0.0 0.1
H 0.3729 2.0600 -0.7359 -0.1 -0.1 0.0
H 0.4189 -1.4183 1.4315 0.0 0.0 0.1
H -0.0028 0.5783 2.6882 0.0 0.0 0.1
H -1.1100 1.7145 1.9038 -0.1 0.0 0.0
H 0.6239 1.9902 1.8229 0.0 0.1 0.0
```
Forces are in eV/Å.

ΔE to the lowest compared entry with this formula, charge and spin, eV: 0.792
Gap between HOMO and LUMO, eV: 10.62
HOMO energy, eV: -9.827
Net charge: 0
E_LUMO, Eh: 0.0290
Calculated total energy, hartree: -421.02696